[1]
Entry from OMol25: a cluster of 2 separate species, C8H15N in total in a non-equilibrium geometry (ωB97M-V with the def2-TZVPD basis set).

The electronic energy comes out at -368.45131 hartree. Its HOMO energy is -6.98 eV. Its max |F| is 0.0345 hartree/bohr. The calculation puts the molar mass at 125.215 g/mol. The calculation puts the frontier orbital gap at 7.77 eV.

The geometry in XYZ format:
```
24
C8H15N, DFT ωB97M-V with the def2-TZVPD basis set
N 1.06369 -0.64462 -0.04333
C 0.74774 0.59211 0.00787
C 0.63313 1.29467 1.32806
C 1.00256 1.45095 -1.19867
C -1.87462 -0.50089 0.91716
C -1.61851 0.18171 -0.38838
C 0.83816 -1.82361 -0.25035
C -2.04373 1.40501 -0.67137
C 1.76691 -2.96804 -0.26803
H 0.52586 0.57963 2.14378
H -0.21662 1.97043 1.32123
H 0.37448 2.33662 -1.15840
H -1.09484 -1.22037 1.14887
H -1.24314 -0.46555 -1.17383
H 2.04647 1.77728 -1.22772
H -1.94244 1.83680 -1.65188
H 1.22564 -3.89130 -0.05280
H -2.81458 -1.05108 0.84457
H 2.17219 -3.05130 -1.27042
H 0.79087 0.90400 -2.11454
H -2.49390 2.03799 0.07792
H -1.97104 0.21572 1.72848
H 2.59654 -2.85741 0.43846
H 1.52918 1.89135 1.51336
```



[2]
Entry from OMol25: a cluster of 7 separate species, C16H47NO6 in total in a non-equilibrium geometry (ωB97M-V with the def2-TZVPD basis set).

The electronic energy comes out at -1143.95739 hartree. Its HOMO energy is -8.61 eV. Its max |F| is 0.0269 hartree/bohr. The calculation puts the molar mass at 349.553 g/mol. The calculation puts the frontier orbital gap at 8.78 eV.

The geometry in XYZ format:
```
70
C16H47NO6, DFT ωB97M-V with the def2-TZVPD basis set
O 6.93836 -27.43917 14.56102
O 10.49250 -29.54193 19.58355
O 6.70559 -32.83463 20.89661
O 7.82521 -30.46183 19.67425
O 8.13047 -29.49953 22.32704
O 7.07734 -29.62317 12.66705
N 9.59188 -32.25762 20.67504
C 7.52418 -25.77680 16.24669
C 9.24469 -27.23490 15.14912
C 10.65909 -28.16291 19.85242
C 4.33711 -32.35581 20.97113
C 5.64359 -30.97424 14.03360
C 12.12752 -27.85570 20.09631
C 7.64521 -28.15680 22.31246
C 8.15275 -30.81505 14.48343
C 6.14160 -28.22808 22.52632
C 7.03570 -30.09983 18.58634
C 7.94144 -26.48095 14.96620
C 5.42630 -33.30431 20.47289
C 5.30967 -34.73076 20.95055
C 10.08511 -27.35449 18.69754
C 7.03439 -30.82591 13.45039
C 8.35792 -27.39222 23.41588
H 6.08696 -27.03786 14.76066
H 10.58122 -27.67072 17.77767
H 6.49235 -25.42452 16.25684
H 6.89257 -32.01886 20.39736
H 9.40230 -32.41702 21.66328
H 8.01914 -25.77593 14.13174
H 5.93503 -28.78975 23.44439
H 9.53596 -29.73628 19.66151
H 4.37155 -35.17950 20.61713
H 5.56152 -31.93291 14.55269
H 10.37930 -26.30534 18.81765
H 7.60906 -26.50328 17.06004
H 9.40091 -27.29052 23.12236
H 8.24261 -24.99202 16.48335
H 5.49006 -30.21641 14.81015
H 8.28122 -27.89905 24.37850
H 6.15790 -35.30720 20.58499
H 6.83810 -29.02183 18.50236
H 5.69071 -27.25886 22.76754
H 8.08563 -31.66393 15.16416
H 7.82570 -26.44765 23.54293
H 12.65717 -27.97275 19.14565
H 7.49439 -30.43972 17.64448
H 4.56110 -31.35580 20.59762
H 12.54214 -28.54797 20.82755
H 7.90697 -29.89778 21.46690
H 9.16724 -27.99000 15.92720
H 5.34170 -33.24196 19.37919
H 7.00128 -28.85860 13.25768
H 6.05466 -30.60586 18.61508
H 10.02143 -26.49357 15.34174
H 7.86808 -27.68960 21.34573
H 9.00289 -27.40241 18.59901
H 5.27695 -34.79019 22.04084
H 9.53253 -33.10598 20.11883
H 9.50461 -27.72878 14.21076
H 3.33543 -32.61045 20.61778
H 9.12704 -30.71899 14.00840
H 8.01153 -29.90133 15.07048
H 8.83188 -31.61938 20.33640
H 4.87059 -30.81730 13.28632
H 4.29905 -32.37789 22.06220
H 5.58670 -28.72707 21.73322
H 12.27281 -26.83143 20.43641
H 10.14528 -27.83894 20.76898
H 10.50973 -31.82989 20.55038
H 7.27803 -31.56913 12.68598
```



[3]
Entry from OMol25: the ion C4H12N3 with charge +1 in a non-equilibrium geometry (ωB97M-V with the def2-TZVPD basis set).

The electronic energy comes out at -323.62848 hartree. The charge is +1. Its HOMO energy is -12.63 eV. Its max |F| is 0.0341 hartree/bohr. The calculation puts the molar mass at 102.161 g/mol. The calculation puts the frontier orbital gap at 9.38 eV. Its SMILES is N/C=N\CCC[NH3+].

The geometry in XYZ format:
```
19
C4H12N3, DFT ωB97M-V with the def2-TZVPD basis set
N 2.00806 1.03125 0.21439
N -1.15801 0.60576 -0.13730
N -3.04348 -0.27791 0.96286
C 2.09506 -0.29147 -0.55770
C -2.36373 0.66795 0.28429
C -0.39010 -0.60071 0.03998
C 0.70887 -0.65707 -1.05352
H -2.62394 -1.14966 1.21852
H -3.97596 -0.11319 1.29795
H 0.12490 -0.50913 1.01040
H 2.76697 -0.12700 -1.39798
H 2.58866 1.02062 1.04784
H 2.24681 1.77213 -0.38838
H 1.02949 1.19418 0.48601
H -2.87915 1.60615 0.10822
H -0.90665 -1.55789 0.08658
H 2.58540 -1.01873 0.08120
H 0.46146 0.06586 -1.83033
H 0.72533 -1.66111 -1.47301
```



[4]
Entry from OMol25: a cluster of 6 separate species, C6H23NO5 in total in a non-equilibrium geometry (ωB97M-V with the def2-TZVPD basis set).

The electronic energy comes out at -672.92524 hartree. The charge is +1. Its HOMO energy (spin up / spin down) is -13.32 / -13.29 eV. Its max |F| is 0.0696 hartree/bohr. The calculation puts the molar mass at 189.252 g/mol. The calculation puts the frontier orbital gap (spin up / spin down) at 10.27 / 5.68 eV. As for the spin multiplicity: 2.

The geometry in XYZ format:
```
35
C6H23NO5, DFT ωB97M-V with the def2-TZVPD basis set
O -0.82863 2.23169 -3.00807
O -1.84728 -3.67666 -0.75711
O 0.20267 0.74558 3.98781
O 4.72419 0.61997 -1.11870
O 0.64715 -0.95654 -3.49453
N 0.28619 -0.44166 0.63234
C -2.91533 2.26194 -1.17938
C -0.59389 0.34849 1.33844
C -1.87613 1.80289 -0.47185
C 2.03807 -2.11142 1.28705
C 1.61436 -0.61741 1.19891
C -1.90919 0.67353 0.48003
H -1.15207 -0.18790 2.10353
H -0.16709 1.17395 1.92417
H -1.74959 2.40208 -3.32488
H 4.52287 1.42918 -0.60571
H 0.03964 -1.23811 0.05577
H 0.71198 1.33201 3.42192
H 3.06753 -2.09390 1.59452
H -2.36183 -3.60479 -1.56873
H -2.48064 -4.06323 -0.14445
H 2.41328 -0.11096 0.67687
H -2.93765 2.97339 -1.96979
H -0.85634 2.29038 -0.71524
H 3.88744 0.18472 -0.91574
H -2.07955 -0.33887 0.04401
H 1.95151 -2.55600 0.26463
H 0.93176 0.23581 4.38332
H 1.79947 -0.24419 2.24145
H -4.00591 2.07933 -0.97076
H -2.70931 0.73356 1.19727
H -0.98880 2.70511 -2.19532
H 0.26265 -0.06437 -3.59160
H 1.31305 -2.68525 1.87401
H 1.04542 -1.23235 -2.67418
```



[5]
Entry from OMol25: a cluster of 2 separate species, C4H5NOS in total in a non-equilibrium geometry (ωB97M-V with the def2-TZVPD basis set).

The electronic energy comes out at -683.41578 hartree. Its HOMO energy is -8.70 eV. Its max |F| is 0.1239 hartree/bohr. The calculation puts the molar mass at 115.157 g/mol. The calculation puts the frontier orbital gap at 8.15 eV.

The geometry in XYZ format:
```
12
C4H5NOS, DFT ωB97M-V with the def2-TZVPD basis set
S -0.11972 -2.10263 -1.60076
O -1.06284 -1.03650 -1.83353
N -0.62154 -3.48189 -1.18908
C 0.93295 -0.22547 0.76705
C -0.66873 1.72240 -0.04344
C 0.41709 0.82366 0.24788
C 1.86622 -1.25566 0.81089
H 1.94315 -1.83174 1.68198
H -0.33984 2.47377 -0.80540
H 2.36970 -1.48548 -0.12958
H -1.57008 -3.67980 -1.08931
H -1.38692 1.96850 0.69772
```



[6]
Entry from OMol25: a cluster of 2 separate species, C7H12Se in total in a non-equilibrium geometry (ωB97M-V with the def2-TZVPD basis set).

The electronic energy comes out at -2675.24396 hartree. Its HOMO energy is -7.70 eV. Its max |F| is 0.0882 hartree/bohr. The calculation puts the molar mass at 175.133 g/mol. The calculation puts the frontier orbital gap at 8.54 eV. Its SMILES is C1=C[Se]CC1.C=CC.

The geometry in XYZ format:
```
20
C7H12Se, DFT ωB97M-V with the def2-TZVPD basis set
Se 1.38624 -1.21095 1.67253
C -0.99517 -0.66110 -1.61668
C 0.98233 0.24340 0.61069
C 0.12903 1.14136 1.15753
C -0.48003 0.84686 2.46132
C -1.30792 0.04017 -2.91693
C -0.71704 -1.88956 -1.44573
C 0.55532 -0.13338 3.15933
H 0.23075 -0.66248 4.02859
H -0.90852 -2.51084 -0.54194
H -1.38041 0.20207 2.22287
H -0.12809 2.16799 0.74809
H -1.46783 -0.18644 -0.73589
H 1.26218 0.30855 -0.50125
H -1.18884 1.06741 -2.80201
H -2.40472 -0.18399 -3.02515
H -0.76843 1.64743 3.09509
H -0.32912 -2.37154 -2.31597
H 1.35135 0.46400 3.47306
H -0.75753 -0.35616 -3.75263
```



It is found that the energy relative to the best compared isomer or geometry (same formula, charge and spin) values, taken in the order of the records, are 318.82; 0.00; 130.71; 331.05; 504.46; 118.83 kJ/mol.